Entry 1:
{"formula": "C21H45IrN2P3SSe", "method": "ωB97M-V/def2-TZVPD", "elements": ["Ir", "P", "P", "P", "H", "C", "C", "H", "C", "C", "C", "C", "C", "C", "C", "C", "C", "H", "H", "H", "H", "H", "H", "H", "H", "H", "H", "H", "H", "H", "H", "H", "H", "H", "H", "H", "H", "H", "H", "H", "H", "H", "H", "H", "H", "H", "C", "C", "C", "C", "C", "C", "Se", "H", "H", "H", "H", "H", "H", "S", "C", "N", "C", "C", "C", "N", "H", "H", "H", "H", "H", "H", "H", "H"], "xyz": [[0.2834, 0.8227, -0.4984], [-0.9610, 2.6496, 0.2175], [-0.8370, -0.7791, 0.6603], [-0.4709, 0.3077, -2.5137], [3.4630, 1.8790, -1.8233], [2.5187, 2.4308, -2.0187], [1.5874, 2.5916, -1.0536], [1.6247, 1.9494, -0.0312], [-0.1199, 3.2172, 1.7370], [-2.7023, 2.2961, 0.6879], [-1.0790, 4.1232, -0.8500], [0.0704, -2.3698, 0.7014], [-1.0901, -0.4186, 2.4277], [-2.4539, -1.3815, 0.0853], [0.3907, 1.0247, -3.9475], [-2.1734, 0.8657, -2.8665], [-0.0913, -1.4412, -2.9594], [2.5354, 3.0782, -2.9177], [1.2128, 3.5966, -0.8225], [0.9087, 3.4649, 1.4868], [-0.1258, 2.4874, 2.5411], [-0.6429, 4.1094, 2.0676], [-2.7807, 1.6051, 1.5324], [-3.2501, 1.9094, -0.1743], [-3.1147, 3.2660, 0.9666], [-0.0791, 4.4596, -1.1123], [-1.5581, 4.9361, -0.3180], [-1.6012, 3.9015, -1.7831], [-0.6023, -3.1528, 1.0667], [0.9321, -2.2906, 1.3765], [0.4484, -2.6418, -0.2885], [-1.7224, -1.2281, 2.8337], [-1.5818, 0.5555, 2.5671], [-0.1132, -0.3963, 2.9544], [-2.8269, -2.0760, 0.8352], [-2.3503, -1.9218, -0.8661], [-3.1472, -0.5394, -0.0375], [-0.2013, 0.6759, -4.8054], [1.4124, 0.6462, -4.0230], [0.4270, 2.1187, -3.9097], [-2.3587, 0.6999, -3.9331], [-2.2980, 1.9393, -2.6816], [-2.9322, 0.3255, -2.2886], [-0.3925, -1.6512, -3.9933], [-0.5852, -2.1679, -2.2950], [0.9999, -1.5929, -2.8971], [3.3600, -2.7518, -1.9330], [3.6508, -1.3904, -1.8456], [3.6389, -0.6080, -2.9894], [3.3624, -1.1519, -4.2405], [3.2119, -2.5435, -4.3572], [3.2041, -3.3310, -3.1996], [2.9863, -3.6727, -0.2455], [1.6781, -4.1494, -0.6876], [3.7927, -0.8687, -0.8819], [3.8443, 0.4515, -2.9201], [3.1951, -0.4881, -5.0804], [3.0892, -3.0700, -5.2860], [3.0114, -4.3925, -3.2572], [2.2828, 0.3129, 0.7135], [2.2222, -0.2588, 2.3226], [2.5951, -1.5484, 2.5052], [2.8251, -2.1294, 3.8233], [1.8480, -1.5014, 4.7819], [2.0174, 0.0044, 4.7845], [1.8993, 0.4954, 3.4011], [3.0846, -1.9822, 1.7283], [3.8448, -1.9129, 4.2101], [2.6842, -3.2241, 3.7820], [2.0468, -1.8861, 5.7983], [0.8141, -1.7375, 4.4891], [2.9935, 0.2713, 5.2071], [1.2145, 0.4956, 5.3689], [1.9336, 1.4957, 3.2154]], "atomic_forces_ev_per_a": [[-0.6, 1.2, 2.1], [-1.5, 0.5, 1.4], [-0.9, -1.9, 0.3], [0.9, -1.2, -3.5], [-0.6, 0.9, 0.2], [3.5, 0.1, -3.1], [-2.2, 0.1, 2.6], [0.6, 1.4, -0.9], [-0.2, 0.2, -0.4], [0.6, 0.2, -0.2], [0.5, -0.4, -0.3], [0.2, 0.1, 0.2], [0.2, 0.0, 0.2], [0.0, 0.6, -0.3], [-0.1, 0.4, 0.2], [-0.5, -0.4, 0.4], [-0.7, -0.4, 0.3], [-0.2, -0.8, 0.3], [0.9, -0.5, 0.2], [0.1, 0.2, 0.1], [-0.2, -0.2, -0.1], [0.0, 0.3, 0.2], [0.0, 0.2, -0.3], [0.0, 0.1, 0.1], [-0.3, 0.0, 0.1], [-0.4, 0.4, -0.1], [-0.3, 0.1, 0.2], [-0.1, 0.1, 0.2], [0.1, 0.1, 0.0], [-0.5, -0.1, -0.2], [-0.4, 0.3, 0.1], [0.2, 0.4, 0.0], [0.2, -0.5, 0.1], [-0.9, -0.1, -0.4], [-0.2, 0.0, 0.0], [-0.1, 0.2, 0.2], [0.0, -0.4, 0.1], [0.3, 0.3, 0.0], [-0.2, 0.0, 0.0], [-0.2, -0.2, -0.2], [0.1, -0.1, 0.1], [0.2, -0.2, 0.0], [0.2, 0.1, -0.1], [-0.1, 0.1, 0.2], [0.1, 0.2, -0.3], [-0.4, 0.3, 0.1], [-0.4, -0.5, 1.0], [0.5, 1.5, 0.6], [0.1, -0.1, 0.4], [-0.2, -0.5, 0.0], [0.1, -0.7, 1.2], [-0.5, -0.1, -0.6], [0.8, 0.8, -1.9], [0.1, -0.6, -0.2], [0.2, -0.7, -0.7], [0.0, -0.2, 0.0], [0.4, -0.2, -0.2], [-0.1, 0.2, -0.4], [0.1, -0.1, -0.2], [1.1, 0.1, -0.5], [0.2, -1.3, 3.0], [0.4, 1.4, -0.3], [0.4, -0.3, 1.0], [-0.5, -0.1, 0.6], [-0.3, 0.1, 0.6], [1.0, -0.3, -2.1], [-0.4, 0.2, 0.1], [-0.4, -0.2, -0.6], [0.1, 0.5, -0.2], [-0.3, 0.2, -0.5], [0.2, -0.2, 0.3], [-0.2, 0.2, -0.2], [0.5, -0.2, -0.2], [-0.3, -0.2, 0.3]], "total_energy_ev": -132328.916, "lumo_ev": [-11.55, -15.20], "max_force_ev_per_a": 4.6, "spin_multiplicity": 6, "e_homo_ev": [-18.3, -20.9], "charge": 4}

***

Entry 2:
{"formula": "C21H45N2O5P", "method": "ωB97M-V/def2-TZVPD", "elements": ["C", "C", "C", "C", "C", "C", "C", "O", "C", "P", "O", "O", "O", "C", "C", "C", "C", "N", "O", "H", "H", "H", "H", "H", "H", "H", "H", "H", "H", "H", "H", "H", "H", "H", "H", "H", "H", "H", "H", "H", "H", "H", "H", "H", "C", "C", "C", "C", "N", "C", "C", "C", "C", "C", "H", "H", "H", "H", "H", "H", "H", "H", "H", "H", "H", "H", "H", "H", "H", "H", "H", "H", "H", "H"], "xyz": [[-2.9451, 0.4188, -0.3945], [-2.2868, -1.0152, -0.3394], [-1.9643, -1.3321, -1.8456], [-0.9423, -0.8445, 0.4454], [-0.6320, -1.8815, 1.5974], [-0.7653, -1.1886, 3.0079], [-2.1831, -0.6180, 3.2991], [-2.0479, 0.2982, 4.4177], [0.9239, -2.2179, 1.5055], [1.3515, -3.3675, 0.1326], [0.5730, -3.1811, -1.1377], [1.3376, -4.9083, 0.7502], [2.9654, -3.0508, -0.2485], [-1.5076, -3.1809, 1.6218], [-2.7958, -3.2013, 0.7270], [-3.9407, -3.8053, 1.6320], [-2.6132, -4.2690, -0.4234], [-3.2837, -1.9063, 0.2502], [-4.1375, -1.3333, 1.0123], [-3.9282, 0.3891, -0.8950], [-2.2901, 1.0244, -1.0619], [-2.9808, 0.9086, 0.5887], [-2.9233, -1.2012, -2.3889], [-1.6402, -2.3690, -2.0077], [-1.2681, -0.5830, -2.2601], [-0.9161, 0.1796, 0.8785], [-0.1233, -0.8932, -0.2961], [0.0039, -0.4075, 3.1611], [-0.5639, -1.9802, 3.7612], [-2.4949, -0.0053, 2.4369], [-2.9270, -1.3691, 3.5924], [-1.8938, 1.1433, 4.0048], [1.2200, -2.6637, 2.4777], [1.4569, -1.2545, 1.4309], [1.6614, -5.4899, 0.0515], [3.4731, -3.8663, -0.2405], [-1.8360, -3.3248, 2.6714], [-0.9380, -4.1023, 1.3838], [-3.6832, -4.8665, 1.8199], [-4.8933, -3.7956, 1.0807], [-3.9985, -3.3102, 2.6136], [-1.5829, -4.3053, -0.8121], [-3.0276, -5.2481, -0.1437], [-3.2457, -3.9060, -1.2646], [-0.6174, 3.9680, -1.1719], [0.5080, 4.9694, -1.4229], [1.4788, 4.5528, -2.5303], [2.1489, 3.1837, -2.4497], [3.1222, 2.9469, -1.3063], [2.4647, 2.7610, 0.0519], [2.0080, 1.3221, 0.0573], [3.1697, 0.5982, -0.5769], [3.8176, 1.5852, -1.5446], [4.1503, 4.0357, -1.2596], [-0.2557, 2.9424, -1.0708], [-1.1472, 4.2144, -0.2510], [-1.3358, 3.9845, -1.9918], [1.0528, 5.1823, -0.4992], [0.0577, 5.9236, -1.7048], [2.2360, 5.3320, -2.6469], [0.9212, 4.5597, -3.4720], [2.7456, 3.0667, -3.3567], [1.4253, 2.3701, -2.4383], [3.2373, 2.9235, 0.8060], [1.6645, 3.4735, 0.2121], [1.1077, 1.1833, -0.5452], [1.7915, 0.9582, 1.0599], [2.8480, -0.3168, -1.0757], [3.8929, 0.3092, 0.1878], [3.6893, 1.2981, -2.5856], [4.8794, 1.6985, -1.3364], [3.6612, 4.9698, -0.9949], [4.6249, 4.1033, -2.2363], [4.8862, 3.7818, -0.4995]], "atomic_forces_ev_per_a": [[0.7, -0.2, -0.7], [0.3, 2.5, -1.5], [-1.4, -0.4, 0.4], [0.0, -0.7, 0.5], [0.9, 0.4, 0.2], [-0.7, -1.0, -0.2], [1.3, 1.1, 0.3], [-0.3, -0.7, -0.3], [-0.8, -0.6, 0.5], [0.6, 0.3, -1.9], [0.7, -0.3, 2.0], [0.3, 2.1, -0.4], [-1.8, -0.4, 1.0], [-0.1, 0.4, 0.1], [-0.8, -2.9, 0.9], [0.6, -0.3, -0.3], [-0.6, 1.6, -0.9], [1.2, 0.1, 0.8], [-0.2, 0.0, -0.2], [0.3, 0.0, 0.5], [-0.3, -0.2, 0.5], [-0.3, -0.2, -0.4], [0.5, -0.1, 0.1], [0.3, 0.6, 0.0], [-0.1, -0.5, 0.3], [0.0, -0.6, -0.1], [-0.4, -0.1, 0.3], [-0.5, -0.1, -0.3], [0.0, 0.5, -0.3], [-0.4, -0.7, 0.2], [0.3, 0.2, -0.4], [0.1, 0.5, 0.2], [0.1, 0.0, -0.6], [0.1, -0.6, -0.3], [-0.2, -0.4, -0.1], [0.3, -0.1, 0.0], [0.2, 0.1, -0.6], [-0.2, 0.6, 0.0], [-0.1, 0.5, 0.0], [0.3, 0.2, 0.4], [-0.3, 0.0, -0.6], [-0.4, -0.2, 0.3], [0.5, 0.3, 0.1], [0.3, -0.4, 0.3], [0.1, 0.1, 0.1], [-0.1, -0.1, 0.1], [-0.1, 0.3, 0.2], [0.0, 0.2, -0.2], [0.5, -0.3, 0.0], [-0.2, 0.0, 0.0], [-0.3, 0.1, -0.1], [0.4, -0.7, 0.0], [-0.2, 0.1, 0.1], [-0.3, -0.1, 0.1], [0.0, 0.0, 0.0], [-0.1, 0.0, -0.1], [0.0, -0.1, 0.0], [0.0, 0.0, 0.0], [0.1, 0.0, 0.0], [0.0, -0.1, -0.1], [0.1, -0.2, 0.0], [0.0, -0.1, 0.1], [0.0, 0.0, 0.1], [0.0, 0.0, -0.1], [0.1, 0.1, -0.2], [-0.1, 0.1, 0.1], [0.0, 0.1, 0.0], [0.1, 0.0, 0.0], [0.0, 0.0, -0.1], [0.0, 0.2, 0.0], [-0.1, 0.2, -0.1], [0.1, 0.0, -0.1], [0.0, 0.1, 0.0], [0.0, 0.0, -0.1]], "total_energy_ev": -45007.203, "lumo_ev": [-2.42, -2.42], "max_force_ev_per_a": 3.2, "spin_multiplicity": 2, "e_homo_ev": [-10.2, -11.4], "charge": 1}